Record 1
Formula: C35H39N5O3Ta
Source: the Open Molecules 2025 dataset
Level of theory: ωB97M-V with the def2-TZVPD basis set

Summary:
- spin multiplicity = 1
- E_tot (eV) = -52048.0851
- HOMO level (Ha) = -0.59581
- ΔE to the lowest compared entry with this formula, charge and spin (kcal/mol) = 0.0
- charge = +3

```
83
Properties=species:S:1:pos:R:3:lowdin_charge:R:1
Ta 0.5165 0.1734 0.2820 2.02
O -0.3882 -0.5200 1.9480 -0.20
O 0.2103 1.8095 1.2148 -0.25
O -2.8954 5.2214 2.6752 0.00
N -1.4564 -0.7276 -0.3576 -0.04
N 2.4717 -0.6718 1.7261 -0.27
N 2.6680 1.3828 -0.1559 -0.32
N 0.9760 -1.8072 -0.9194 0.02
N -2.7582 -3.6709 -5.7041 0.21
C -0.1220 -3.7321 -1.9722 -0.12
C -1.4127 -1.9777 -0.9493 -0.10
C -1.2615 3.6133 1.8994 0.09
C -0.0039 1.1304 -1.7396 -0.18
C 2.1418 -2.3197 -1.3228 -0.12
C 3.4098 0.8125 -1.3129 -0.06
C -2.3967 -2.6607 -5.3558 -0.17
C -2.4846 -0.5128 -4.1098 0.00
C 3.6027 1.2907 1.0268 -0.16
C -1.9196 0.4687 -3.2401 -0.03
C -0.9763 0.0574 2.9633 -0.29
C -0.1487 -2.5477 -1.2674 -0.16
C 1.1721 -4.2723 -2.2572 0.07
C 2.1615 -0.1177 3.0786 -0.07
C 2.3124 -3.5814 -1.9432 0.02
C -0.7787 2.3177 2.0636 -0.21
C -1.3144 1.4213 3.0178 -0.11
C -2.6328 -0.1804 -0.1221 -0.11
C -2.2858 1.9476 3.9268 0.02
C 2.6254 -2.1686 1.8629 -0.03
C -2.7367 3.1996 3.8202 0.06
C -0.6257 0.3066 -2.8485 -0.31
C -3.8571 -0.8423 -0.2669 0.02
C 2.6815 2.8261 -0.3490 -0.09
C -0.3611 -1.5227 -4.5242 0.01
C -2.1691 6.4454 2.2718 0.06
C 0.1405 -0.5840 -3.6391 -0.06
C -3.8673 -2.1259 -0.8446 0.08
C -1.7785 -1.5436 -4.6931 -0.21
C -2.3015 4.0594 2.7182 -0.22
C -1.1532 -0.9123 4.0617 0.04
C 3.7916 -0.1404 1.4124 -0.19
C -1.3446 -4.3230 -2.3977 0.02
C -2.5576 -3.7959 -2.1271 0.02
C -2.6427 -2.6808 -1.2571 -0.10
H -4.7307 -0.2629 0.0095 0.13
H 1.7593 -2.7208 2.1579 0.09
H -0.8659 4.1291 1.0447 0.13
H 1.5924 0.7937 3.1000 0.07
H 4.5487 1.7089 0.7160 0.14
H 0.9889 1.4429 -2.0120 0.01
H -1.1986 -1.9435 3.6943 0.12
H -1.2562 -5.2106 -3.0155 0.14
H 2.2040 3.1485 -1.2710 0.10
H 0.3751 -2.1628 -4.9811 0.13
H 3.2786 -3.9804 -2.1949 0.13
H 2.8971 -2.5608 0.9048 0.05
H 3.4672 -0.2708 -1.3447 0.05
H 3.4467 -2.4237 2.5482 0.13
H 3.1809 1.8418 1.8528 0.13
H 1.2407 -0.5301 -3.5567 0.12
H -3.4024 3.6249 4.5731 0.15
H -2.7256 1.2356 4.6329 0.14
H -2.7188 0.8428 0.2759 0.14
H -4.8106 -2.6786 -0.9365 0.15
H 4.1660 -0.7004 0.6165 0.10
H 1.2656 -5.2221 -2.8247 0.16
H 4.4700 1.1497 -1.2835 0.13
H -3.5389 -0.3353 -4.3655 0.14
H 2.9910 1.1792 -2.2664 0.11
H -3.4513 -4.2330 -2.5148 0.14
H -0.2679 -0.8389 4.7615 0.14
H 4.4831 -0.2846 2.2518 0.16
H 3.0363 -1.7564 -1.1252 0.08
H -1.9864 6.9399 3.2121 0.11
H 1.5461 -0.8305 3.6275 0.08
H -2.0474 -0.7182 4.5546 0.07
H 3.0821 0.0554 3.7188 0.15
H 2.2053 3.2950 0.5123 0.10
H -2.7844 7.0100 1.6268 0.10
H 3.7191 3.2012 -0.4155 0.12
H -2.5663 1.2321 -2.8374 0.12
H -1.2451 6.2378 1.7996 0.07
H -0.5984 2.0517 -1.5393 0.09
```

Record 2
Formula: C35H40AsBrHgN4O2
Source: the Open Molecules 2025 dataset
Level of theory: ωB97M-V with the def2-TZVPD basis set

Summary:
- spin multiplicity = 2
- E_tot (eV) = -182038.5022
- HOMO level (spin up / spin down) (Ha) = -0.35596 / -0.36306
- <S²> = 0.756
- charge = +1

```
84
Properties=species:S:1:pos:R:3:mulliken_spin:R:1
Hg 0.9379 -0.4157 1.2036 0.00
Br 2.5102 1.3725 -1.8062 0.00
As 1.4941 -0.6394 -2.1511 0.00
O -1.1578 -5.0589 0.3241 0.00
O -2.8993 0.4718 4.2676 0.00
N -1.5417 -1.9945 2.0732 0.00
N -1.3408 0.7853 2.6664 0.00
N -0.0831 -3.1088 -0.0382 0.00
N 1.1651 2.7715 1.2136 0.08
C -0.7594 -2.1931 -4.2050 0.00
C 0.9071 4.9931 0.4147 0.03
C 1.8741 -0.9769 -4.0191 0.00
C 1.8844 3.2113 2.2613 0.06
C -1.5179 -3.3075 1.9338 0.00
C 3.3443 -0.9102 -4.4052 0.00
C -2.0239 -4.1978 2.8708 0.00
C 0.4116 -3.3530 -2.4417 0.00
C 2.9302 5.0341 3.6443 0.01
C -2.6781 2.5794 0.8778 0.01
C -1.3414 -0.2390 -1.0981 0.00
C 1.5057 -2.9174 -4.5527 0.00
C 2.4644 -2.0832 -1.2689 0.00
C 0.3605 -2.2938 -5.0252 0.00
C -2.1058 3.0646 2.0467 0.01
C -2.0844 -1.4967 3.1769 0.00
C -0.8856 -3.7793 0.6749 0.00
C 3.7808 -1.6205 -0.6670 0.00
C -2.0674 -0.0144 3.3209 0.00
C -2.7221 1.9105 4.2392 0.00
C 1.6432 5.4491 1.4953 0.02
C -3.1269 3.4588 -0.0988 -0.01
C -0.4247 -0.3064 -2.3030 -0.01
C -3.0195 4.8297 0.0922 0.00
C -2.0046 4.4381 2.2352 0.01
C -2.5911 -3.6710 4.0199 0.00
C -2.6323 -2.2930 4.1779 0.00
C 0.7188 3.6203 0.3728 0.80
C 0.4082 -4.0085 -1.0852 0.00
C -1.6459 2.1396 3.1454 -0.01
C -2.4628 5.3184 1.2665 -0.01
C -0.7338 -2.7233 -2.9241 0.00
C -0.4981 -5.2511 -0.9519 0.00
C 2.1455 4.5584 2.4509 -0.03
C 1.5304 -3.4381 -3.2631 0.00
H 1.4410 -4.2799 -0.8424 0.00
H -2.4132 2.2347 5.2305 0.00
H -1.5514 4.8237 3.1427 0.00
H -1.9702 -5.2629 2.6976 0.00
H 0.0499 -6.1889 -0.9228 0.00
H 2.3776 -3.0066 -5.1881 0.00
H -1.2505 -1.1163 -0.4600 0.00
H 3.9482 -1.6242 -3.8426 0.00
H 4.4658 -1.2264 -1.4174 0.00
H 0.3335 -1.8977 -6.0316 0.00
H 3.7728 4.3749 3.8517 0.00
H -3.5664 3.0731 -1.0099 0.00
H -1.6104 -2.6499 -2.2894 0.00
H 3.4546 -1.1519 -5.4620 0.00
H 1.4625 -1.9790 -4.1924 0.00
H -0.3824 0.6419 -2.8443 0.00
H -0.7187 -1.0943 -3.0032 0.00
H -3.6779 2.3647 3.9855 0.00
H -2.9942 -4.3244 4.7814 0.00
H 1.2695 -0.2734 -4.5935 0.00
H 2.2579 2.4611 2.9511 0.00
H -2.3710 -0.1901 -1.4624 0.00
H 4.2561 -2.4760 -0.1856 0.00
H 1.7833 -2.4941 -0.5256 0.00
H -2.7660 1.5092 0.7341 0.00
H 3.3187 6.0385 3.4835 0.00
H -3.3727 5.5146 -0.6674 0.00
H -1.6572 -1.7129 -4.5717 0.00
H 3.7583 0.0852 -4.2445 0.00
H -2.3798 6.3859 1.4250 0.00
H -0.7363 2.5587 3.5810 0.00
H 1.8368 6.5109 1.6029 0.01
H 3.6150 -0.8586 0.0934 0.00
H 2.6029 -2.7923 -2.0887 0.00
H -1.1555 0.6545 -0.5005 0.01
H -3.0749 -1.8323 5.0480 0.00
H 2.4216 -3.9410 -2.9006 0.00
H 2.3065 5.0607 4.5395 0.00
H 0.5083 5.6628 -0.3325 0.01
H -1.2601 -5.2972 -1.7304 0.00
```

Record 3
Formula: C35H40F18N3O14P
Source: the Open Molecules 2025 dataset
Level of theory: ωB97M-V with the def2-TZVPD basis set

Summary:
- SMILES = C=C[C@@](C#N)(c1ccncc1)[C@H](C#N)P(O)O.CCOC(=O)C(F)(F)F.CCOC(=O)C(F)(F)F.CCOC(=O)C(F)(F)F.CCOC(=O)C(F)(F)F.CCOC(=O)C(F)(F)F.CCOC(=O)C(F)(F)F
- spin multiplicity = 1
- E_tot (eV) = -128283.2941
- HOMO level (Ha) = -0.33668

```
111
Properties=species:S:1:pos:R:3:lowdin_charge:R:1
P -3.6036 2.2318 -2.9975 0.87
F 3.7184 -5.1112 -3.9478 0.16
F -3.6656 -4.3327 -4.3201 0.17
F 1.9931 -5.0746 2.9211 0.17
F -0.2256 1.6125 -1.2291 0.18
F 4.0497 -3.3412 -5.1322 0.17
F -2.1422 8.1802 4.7356 0.17
F 0.4148 -6.3191 2.1595 0.17
F 1.8203 -0.3539 5.1137 0.14
F -0.0171 8.4922 4.9095 0.17
F 3.0289 -3.1786 -3.2456 0.16
F -1.0390 9.0517 3.0931 0.17
F 0.5579 0.5359 6.6213 0.18
F -1.8660 0.4601 -0.4556 0.16
F -1.6183 2.5148 0.1515 0.12
F 0.2258 -1.5043 6.0389 0.16
F 0.2013 -4.1676 2.1317 0.15
F -3.6490 -6.4802 -4.5588 0.17
F -1.8201 -5.4260 -4.1059 0.16
O -4.6706 -5.3755 -2.0919 0.04
O 0.2786 1.5950 1.9540 0.18
O 2.8138 -4.7007 0.3539 0.17
O -3.7620 2.6858 -1.4266 -0.27
O 2.5102 -2.3145 7.1175 0.03
O 0.3157 -0.3376 0.8141 0.05
O -1.8263 6.2801 2.9075 0.04
O 0.3356 6.1858 3.5158 0.17
O 2.5650 -0.3632 8.2337 0.18
O 5.7970 -2.3649 -3.3781 0.03
O -2.5834 -6.0240 -1.5706 0.17
O 5.8880 -4.4210 -2.4730 0.18
O -5.1163 1.8437 -3.4864 -0.26
O 0.8359 -5.5096 -0.3410 0.04
N -4.9528 4.5939 -5.6408 0.20
N -4.5571 6.0416 -1.7833 0.21
N -1.3111 8.2263 -5.8823 0.07
C 1.1979 -0.9208 1.7993 -0.16
C 8.2264 -2.5046 -3.4926 -0.06
C -5.0809 -5.5504 -0.7225 -0.19
C -1.5001 4.6998 -2.2193 -0.11
C 1.1737 -0.5875 6.2722 -0.54
C 3.4729 -2.8815 8.0265 -0.20
C -0.7223 6.7393 3.4807 -0.40
C 2.1608 -1.0559 7.3499 -0.40
C -0.9833 8.1336 4.0685 -0.55
C -1.7266 5.8688 -5.4886 -0.02
C -3.7619 5.5408 -2.4466 -0.19
C 0.4211 -1.4202 2.9951 -0.07
C 5.3599 -3.5973 -3.1562 -0.40
C -2.1720 6.1151 -4.1887 -0.19
C -1.7187 4.9930 2.2720 -0.20
C 4.0244 -3.8123 -3.8815 -0.53
C 1.7068 -5.1043 0.5637 -0.41
C -0.2315 5.0485 -2.4116 0.07
C -1.8538 3.8727 3.2762 -0.05
C -3.0784 3.7493 -4.0284 -0.33
C -0.0501 0.9117 1.0301 -0.39
C 2.1059 -6.6695 -2.0600 -0.05
C -3.4022 -5.6515 -2.3569 -0.40
C -2.6099 5.0121 -3.2204 -0.38
C -1.3290 6.9569 -6.2437 -0.15
C -2.1880 7.4498 -3.8258 -0.02
C -0.9440 1.3762 -0.1311 -0.51
C 1.0754 -5.1746 1.9607 -0.53
C 1.2735 -5.4546 -1.7146 -0.18
C 2.8050 -3.3657 9.2951 -0.06
C 7.0258 -2.0043 -2.7190 -0.20
C -1.7647 8.4671 -4.6538 -0.12
C -4.2500 4.1650 -4.8335 -0.26
C -4.7057 -4.3475 0.1160 -0.06
C -3.1290 -5.4653 -3.8562 -0.55
H -5.1123 -3.4354 -0.3225 0.08
H 9.1491 -2.1575 -3.0290 0.08
H -1.6756 4.8660 -5.8859 0.11
H -2.5328 4.9454 1.5497 0.12
H 0.1756 5.1917 -3.4064 0.08
H -0.0665 -0.5997 3.5168 0.08
H -3.1328 2.1390 -0.9359 0.00
H -1.7349 4.1913 -1.2965 0.08
H 3.9258 -3.7181 7.4980 0.13
H -1.8498 2.9080 2.7748 0.06
H -4.6621 -6.4703 -0.3161 0.13
H 2.3641 -2.5361 9.8475 0.08
H -0.3587 -2.1076 2.6801 0.08
H 1.8068 -4.5323 -1.9072 0.10
H -0.7848 4.9224 1.7140 0.12
H -2.5543 7.7126 -2.8367 0.12
H 7.0337 -0.9170 -2.6762 0.13
H 8.1920 -2.1478 -4.5226 0.08
H -6.1623 -5.6680 -0.7475 0.13
H -3.6233 -4.2283 0.1683 0.08
H 8.2448 -3.5937 -3.5268 0.08
H -2.2658 3.4117 -4.6644 0.10
H -1.7748 9.4933 -4.3064 0.11
H -2.7802 3.9741 3.8437 0.09
H 3.0272 -6.6981 -1.4771 0.08
H 1.0788 -1.9299 3.6864 0.07
H 2.3671 -6.6787 -3.1118 0.07
H -5.0911 -4.4551 1.1293 0.08
H 1.9692 -0.2075 2.0884 0.13
H 1.6965 -1.7511 1.3016 0.12
H 2.0005 -4.0635 9.0600 0.08
H 4.2637 -2.1625 8.2373 0.13
H 1.5446 -7.5761 -1.8277 0.09
H -0.9706 6.7422 -7.2494 0.11
H -5.7481 2.3953 -2.9927 0.07
H -1.0336 3.8911 3.9939 0.08
H 3.5283 -3.8644 9.9392 0.08
H 7.0268 -2.3710 -1.6932 0.13
H 0.3987 5.1645 -1.5367 0.07
H 0.3697 -5.4410 -2.3214 0.12
```

Q: What is the E_tot in the first record?
A: -52048.0851 eV

Q: Which of these has the highest E_tot?
A: C35H39N5O3Ta

Q: Among the records above, which one has the highest spin multiplicity?
A: C35H40AsBrHgN4O2